The following is a DFT calculation (ωB97M-V/def2-TZVPD) of a molecular structure, C13H8N2O5ScSe.

Calculated values
- M: 396.13 g mol⁻¹
- HOMO-LUMO gap: 3.835 eV
- Highest occupied orbital energy: -17.57 eV
- Energy relative to the best compared isomer or geometry (same formula, charge and spin): 0.258 eV
- Total charge: +3
- F_max: 7.55 eV/A

Atoms and positions in Å:
O: -0.019 -0.028 -3.167
C: -0.002 -0.010 -2.011
Sc: 0.071 0.149 0.194
O: -1.656 -2.783 0.014
C: -1.068 -1.791 0.126
C: 1.213 2.016 -0.551
O: 1.794 2.953 -0.903
C: -1.951 1.223 -0.069
O: -2.976 1.750 -0.177
C: 1.996 -1.104 0.009
O: 2.960 -1.741 -0.061
C: 2.256 -0.068 4.817
N: 0.837 -0.399 4.781
C: -0.019 0.044 3.825
Se: 0.565 1.310 2.566
N: -1.259 -0.431 4.194
C: -1.193 -1.053 5.452
C: -2.177 -1.391 6.379
C: -1.738 -1.752 7.667
C: -0.379 -1.720 8.031
C: 0.588 -1.334 7.092
C: 0.141 -1.028 5.817
H: 2.789 -0.604 4.020
H: 2.644 -0.376 5.790
H: 2.364 1.018 4.690
H: -2.119 -0.269 3.679
H: -3.233 -1.384 6.101
H: -2.456 -2.070 8.424
H: -0.073 -2.002 9.036
H: 1.646 -1.259 7.321

Atoms 1-6, force components in eV/Å:
O 0.05 0.03 5.43
C -0.13 -0.19 -7.54
Sc 0.58 1.39 3.58
O 2.93 4.95 0.60
C -3.83 -6.47 -0.67
C 3.27 5.23 -1.83

=====

The following is a DFT calculation (ωB97M-V/def2-TZVPD) of a molecular structure, C3H4F3NO3.

Calculated values
- M: 159.06 g mol⁻¹
- HOMO-LUMO gap: 10.147 eV
- Highest occupied orbital energy: -10.69 eV
- Energy relative to the best compared isomer or geometry (same formula, charge and spin): 5.082 eV
- Total charge: 0
- F_max: 5.81 eV/A

Atoms and positions in Å:
C: -0.588 -0.041 -0.651
C: 0.967 -0.005 0.598
C: -1.844 -0.319 0.195
N: 2.176 -0.348 -0.082
O: 2.148 -1.321 -0.825
O: 3.166 0.303 0.121
O: -0.485 1.205 -1.209
F: 0.976 1.261 0.972
F: -1.974 0.612 1.250
F: -1.844 -1.546 0.708
H: -0.433 -0.764 -1.346
H: 0.626 -0.644 1.429
H: -2.771 -0.205 -0.582
H: -0.119 1.813 -0.578

Atoms 1-6, force components in eV/Å:
C 2.58 2.40 4.62
C -5.30 -0.94 -1.19
C -1.65 2.12 -1.86
N 1.42 -1.60 -1.17
O -0.55 0.19 0.41
O 0.19 0.77 0.33

=====

The following is a DFT calculation (ωB97M-V/def2-TZVPD) of a molecular structure, C22H13Cl3MgN7O2S.

Calculated values
- M: 570.12 g mol⁻¹
- HOMO-LUMO gap: 6.560 eV
- Highest occupied orbital energy: -5.03 eV
- Energy relative to the best compared isomer or geometry (same formula, charge and spin): 0.070 eV
- Total charge: -1
- F_max: 0.97 eV/A

Atoms and positions in Å:
Mg: 0.454 1.160 -0.887
Cl: 6.022 5.919 -1.191
C: 4.531 5.009 -1.239
C: 4.558 3.642 -1.034
C: 3.369 2.945 -1.084
Cl: 3.353 1.223 -0.827
C: 2.113 3.542 -1.335
O: 1.018 2.855 -1.391
C: 2.158 4.938 -1.527
Cl: 0.663 5.766 -1.831
C: 3.336 5.662 -1.484
H: 5.490 3.129 -0.836
H: 3.316 6.732 -1.638
S: -1.926 1.113 -1.289
C: -1.720 -0.558 -0.799
N: -2.572 -1.236 -0.073
N: -3.597 -0.567 0.381
C: -4.540 -1.164 1.223
C: -5.580 -0.378 1.710
C: -6.537 -0.936 2.541
C: -6.469 -2.277 2.893
C: -5.426 -3.054 2.404
C: -4.462 -2.509 1.572
N: -0.643 -1.372 -1.118
N: 0.376 -0.814 -1.594
C: 1.436 -1.726 -1.895
C: 1.560 -2.973 -1.288
C: 2.629 -3.789 -1.614
C: 3.579 -3.373 -2.542
C: 3.454 -2.127 -3.139
C: 2.387 -1.303 -2.812
H: -3.624 0.432 0.188
H: -5.625 0.671 1.440
H: -7.340 -0.316 2.920
H: -7.215 -2.709 3.548
H: -5.358 -4.099 2.680
H: -3.637 -3.098 1.195
H: 0.818 -3.274 -0.562
H: 2.729 -4.755 -1.134
H: 4.417 -4.012 -2.788
H: 4.193 -1.791 -3.855
H: 2.282 -0.326 -3.269
O: 0.470 0.626 0.964
N: 1.429 0.479 1.813
C: 1.040 0.027 2.975
C: -0.335 -0.284 3.273
N: -1.425 -0.538 3.536
C: 2.039 -0.175 3.993
N: 2.814 -0.335 4.828

Atoms 1-6, force components in eV/Å:
Mg -0.14 0.32 0.05
Cl -0.05 -0.03 0.00
C 0.00 0.04 -0.02
C 0.08 -0.08 0.03
C -0.11 0.07 -0.02
Cl 0.14 -0.01 -0.01

=====

The following is a DFT calculation (ωB97M-V/def2-TZVPD) of a gas-phase ion, C5H9Br2N4 (charge +1).

Calculated values
- M: 284.96 g mol⁻¹
- HOMO-LUMO gap: 10.050 eV
- Highest occupied orbital energy: -13.73 eV
- Energy relative to the best compared isomer or geometry (same formula, charge and spin): 0.000 eV
- Total charge: +1
- F_max: 0.49 eV/A
- Structure (SMILES): C[C@@H](Br)[C@@H](Br)n1c[n+](N)cn1

Atoms and positions in Å:
C: -2.416 0.424 0.043
C: -1.610 1.014 -1.125
Br: -0.938 2.776 -0.652
C: -0.532 0.065 -1.621
Br: 0.542 0.773 -3.073
N: 0.386 -0.381 -0.570
C: 0.735 0.198 0.567
N: 1.637 -0.599 1.128
N: 2.219 -0.356 2.367
C: 1.793 -1.672 0.298
N: 1.028 -1.551 -0.743
H: -2.429 -0.667 0.016
H: -2.062 0.780 1.009
H: -3.450 0.761 -0.039
H: -2.280 1.159 -1.971
H: -0.999 -0.836 -2.017
H: 0.371 1.146 0.929
H: 2.668 0.551 2.361
H: 2.880 -1.086 2.592
H: 2.456 -2.499 0.499

Atoms 1-6, force components in eV/Å:
C -0.26 0.26 -0.13
C -0.30 -0.36 0.13
Br -0.06 0.09 -0.11
C 0.35 0.29 -0.12
Br -0.16 -0.02 0.05
N -0.19 -0.20 -0.02

=====

The following is a DFT calculation (ωB97M-V/def2-TZVPD) of a gas-phase ion, C11H10NO2S (charge +1).

Calculated values
- M: 220.27 g mol⁻¹
- HOMO-LUMO gap: 7.406 eV
- Highest occupied orbital energy: -11.85 eV
- Energy relative to the best compared isomer or geometry (same formula, charge and spin): 0.000 eV
- Total charge: +1
- F_max: 1.13 eV/A
- Structure (SMILES): C[C@H]1Sc2cccc3c(O)c(O)c[n+]1c23

Atoms and positions in Å:
C: -1.002 -1.112 2.444
C: -0.321 -1.610 1.179
S: -1.585 -2.235 -0.025
C: -1.184 -0.983 -1.173
C: -1.755 -0.712 -2.394
C: -1.236 0.339 -3.162
C: -0.175 1.100 -2.738
C: 0.434 0.846 -1.487
C: 1.539 1.550 -0.942
O: 2.143 2.556 -1.538
C: 2.042 1.152 0.325
O: 3.092 1.830 0.795
C: 1.442 0.104 1.007
N: 0.393 -0.545 0.491
C: -0.104 -0.208 -0.718
H: -1.678 -0.291 2.215
H: -0.271 -0.777 3.177
H: -1.579 -1.921 2.884
H: 0.363 -2.436 1.400
H: -2.583 -1.298 -2.756
H: -1.688 0.547 -4.119
H: 0.191 1.892 -3.373
H: 1.761 2.779 -2.400
H: 3.395 1.518 1.657
H: 1.808 -0.221 1.970

Atoms 1-6, force components in eV/Å:
C 0.05 -0.01 -0.11
C -0.67 -0.78 0.47
S 0.23 0.01 0.19
C -0.13 0.00 -0.21
C 0.22 -0.25 0.71
C 0.38 0.44 -0.10

=====

The following is a DFT calculation (ωB97M-V/def2-TZVPD) of a molecular structure, C16H54AgF3O14.

Calculated values
- 2S+1: 2
- M: 635.46 g mol⁻¹
- HOMO-LUMO gap (alpha / beta): 8.735 / 4.938 eV
- Highest occupied orbital energy (alpha / beta): -11.68 / -11.68 eV
- Energy relative to the best compared isomer or geometry (same formula, charge and spin): 1.427 eV
- Total charge: +1
- F_max: 3.34 eV/A

Atoms and positions in Å:
Ag: 21.639 16.516 9.797
C: 23.704 13.732 8.576
O: 23.433 13.277 9.902
O: 22.937 14.938 8.548
C: 25.268 13.876 8.178
F: 26.061 12.873 8.509
F: 25.387 14.119 6.887
F: 25.785 14.884 8.848
C: 23.776 11.971 10.368
C: 23.306 11.833 11.784
H: 23.874 12.596 12.317
H: 22.222 11.926 11.841
H: 23.596 10.861 12.184
H: 24.862 11.874 10.350
H: 23.376 11.112 9.830
H: 23.256 12.962 7.948
C: 22.274 14.677 5.133
O: 22.334 15.850 5.896
H: 23.284 14.342 4.899
H: 21.819 13.807 5.606
H: 21.739 14.865 4.202
H: 22.714 15.468 6.691
C: 26.915 13.529 13.504
O: 26.791 12.924 14.822
H: 26.100 13.142 12.893
H: 26.699 14.592 13.606
H: 27.865 13.435 12.977
H: 25.857 12.805 15.009
C: 20.850 14.619 12.770
O: 21.467 14.767 11.521
H: 20.278 15.533 12.930
H: 20.095 13.834 12.739
H: 21.505 14.383 13.609
H: 21.946 13.941 11.425
C: 19.999 10.864 14.135
O: 20.758 9.844 14.807
H: 18.936 10.645 14.231
H: 20.070 11.851 14.592
H: 20.192 10.967 13.067
H: 20.505 9.741 15.727
C: 27.844 17.693 7.550
O: 28.813 17.814 8.552
H: 27.008 18.345 7.804
H: 28.203 18.011 6.572
H: 27.354 16.722 7.627
H: 28.536 17.195 9.232
C: 20.289 18.357 7.154
O: 21.162 17.400 7.763
H: 19.730 17.776 6.420
H: 19.638 18.639 7.981
H: 20.773 19.201 6.662
H: 21.726 17.152 7.027
C: 23.617 11.820 15.368
O: 24.148 13.157 15.557
H: 22.746 11.775 14.715
H: 24.356 11.209 14.849
H: 23.286 11.380 16.309
H: 23.446 13.787 15.737
C: 22.960 8.430 9.616
O: 21.690 9.000 10.035
H: 23.775 8.617 10.316
H: 22.817 7.360 9.469
H: 23.184 8.942 8.680
H: 21.009 8.631 9.467
C: 19.986 11.777 9.794
O: 18.710 12.325 9.520
H: 20.808 12.292 9.297
H: 20.076 11.858 10.877
H: 20.042 10.742 9.456
H: 18.292 12.407 10.380
C: 24.712 18.066 9.744
O: 23.380 18.045 9.354
H: 25.295 17.231 9.353
H: 25.054 18.934 9.180
H: 24.847 18.226 10.814
H: 23.165 18.937 9.073
C: 28.926 13.390 10.194
O: 29.688 14.038 11.191
H: 28.377 12.543 10.606
H: 28.211 14.018 9.663
H: 29.669 13.069 9.463
H: 30.265 13.385 11.595
C: 26.180 9.501 13.065
O: 25.110 8.722 12.659
H: 26.389 9.326 14.121
H: 27.076 9.278 12.486
H: 25.948 10.560 12.952
H: 24.431 8.685 13.337

Atoms 1-6, force components in eV/Å:
Ag -0.13 -0.29 0.61
C -1.09 -0.11 2.62
O 0.48 0.37 -0.40
O 2.16 -2.05 -1.52
C -0.62 0.72 0.70
F -0.76 -1.32 -0.27

=====

The following is a DFT calculation (ωB97M-V/def2-TZVPD) of a single C3H4OS molecule.

Calculated values
- M: 88.13 g mol⁻¹
- HOMO-LUMO gap: 8.454 eV
- Highest occupied orbital energy: -8.92 eV
- Energy relative to the best compared isomer or geometry (same formula, charge and spin): 3.067 eV
- Total charge: 0
- F_max: 7.38 eV/A
- Structure (SMILES): S=C[C@H]1CO1

Atoms and positions in Å:
S: -1.533 -0.214 2.105
C: -1.002 -0.295 0.562
C: 0.091 0.410 0.281
C: 0.843 -0.135 -0.772
O: 0.048 0.997 -1.033
H: -1.498 -0.990 -0.208
H: 0.755 0.985 1.028
H: 0.543 -1.109 -1.240
H: 1.752 0.351 -0.722

Atoms 1-6, force components in eV/Å:
S -0.49 -0.57 -0.49
C -5.88 -3.24 3.06
C 4.58 4.25 0.32
C 0.33 -1.10 -2.63
O -1.28 0.10 -0.26
H 0.85 1.33 1.00

=====

The following is a DFT calculation (ωB97M-V/def2-TZVPD) of 2 unconnected molecules or ions with the total composition C5H8S2.

Calculated values
- M: 132.25 g mol⁻¹
- HOMO-LUMO gap (alpha / beta): 6.864 / 7.567 eV
- Highest occupied orbital energy (alpha / beta): -7.37 / -7.52 eV
- Energy relative to the best compared isomer or geometry (same formula, charge and spin): 5.171 eV
- Total charge: 0
- F_max: 5.12 eV/A

Atoms and positions in Å:
C: -0.273 -1.104 0.281
C: 0.213 -0.122 -0.348
C: -0.975 1.784 0.917
C: 0.124 -2.567 0.257
C: 1.002 0.551 -1.444
S: -2.032 1.298 2.014
S: -0.446 3.236 0.471
H: -1.059 -0.854 0.939
H: -0.552 -3.299 0.332
H: 0.710 -2.748 -0.616
H: 0.852 -2.668 1.108
H: 0.730 0.096 -2.493
H: 2.110 0.672 -1.213
H: 0.437 1.503 -1.558
H: -0.842 4.223 1.352

Atoms 1-6, force components in eV/Å:
C -0.37 -2.21 0.10
C 0.62 3.28 -1.15
C -0.72 -2.77 0.52
C 4.06 3.06 0.62
C -1.27 -0.39 -0.76
S 0.22 -0.40 -0.05

=====

Question: total charge of number 4 (C5H9Br2N4)?
Answer: +1